(1)
This record from the Open Molecules 2025 dataset describes C8H22AgN5O11 as an isolated structure. The level of theory is the ωB97M-V functional and the def2-TZVPD basis.

The geometry in ORCA input format:
```
! wB97M-V def2-TZVPD RIJCOSX def2/J DEFGRID3
* xyz -1 2
Ag 15.52 16.24 -7.77
O 17.57 15.22 -4.75
O 19.03 17.35 -8.21
O 13.93 19.24 -12.24
O 19.11 14.55 -3.58
O 14.40 18.68 -10.20
O 15.98 18.87 -11.52
O 13.58 19.99 -4.39
O 13.99 12.88 -7.20
O 15.15 18.97 -5.40
O 18.55 16.63 -3.49
O 15.62 20.31 -3.89
N 18.48 15.49 -4.02
N 14.78 19.00 -11.32
N 14.75 19.80 -4.58
N 12.41 15.15 -6.85
N 18.01 15.36 -9.92
C 19.41 15.31 -9.49
C 19.92 16.77 -9.17
C 12.74 12.79 -6.65
C 14.48 11.66 -7.67
C 19.28 18.75 -7.93
C 12.37 14.08 -5.82
C 20.25 14.75 -10.62
C 10.98 14.02 -5.25
H 10.33 13.88 -6.11
H 12.74 11.90 -6.03
H 14.43 10.89 -6.90
H 19.34 14.62 -8.64
H 20.13 13.67 -10.67
H 10.85 13.13 -4.63
H 11.89 14.98 -7.70
H 17.70 14.53 -10.40
H 13.11 14.25 -5.04
H 12.05 12.60 -7.47
H 17.93 16.11 -10.60
H 13.90 11.48 -8.58
H 21.30 14.94 -10.40
H 20.27 19.14 -8.13
H 20.20 15.12 -11.64
H 20.92 16.73 -8.74
H 20.02 17.51 -9.96
H 19.03 18.98 -6.89
H 11.89 15.89 -6.43
H 15.53 11.75 -7.93
H 18.60 19.40 -8.47
H 10.67 14.94 -4.76
*
```

Computed properties:
LUMO (alpha / beta) (eV): 0.7 / -2.1
Frontier orbital gap (alpha / beta) (eV): 5.75 / 2.69
M (g mol⁻¹): 472.2
<S²>: 0.755
Highest occupied orbital energy (alpha / beta) (hartree): -0.1852 / -0.1753

(2)
This record from the Open Molecules 2025 dataset describes C8H22AgN5O11 as an isolated structure. The level of theory is the ωB97M-V functional and the def2-TZVPD basis.

The geometry in ORCA input format:
```
! wB97M-V def2-TZVPD RIJCOSX def2/J DEFGRID3
* xyz -1 2
Ag 8.67 0.96 30.92
O 5.17 2.39 32.25
O 9.62 0.10 34.78
O 6.68 -0.42 30.93
O 7.91 1.30 35.36
O 5.86 4.33 31.64
O 6.75 2.53 30.85
O 9.55 3.07 30.05
O 11.10 1.22 31.74
O 5.21 -1.98 31.24
O 8.53 1.23 33.29
O 4.86 0.01 32.00
N 5.93 3.12 31.56
N 5.59 -0.82 31.39
N 8.67 0.87 34.49
N 8.87 0.72 28.53
N 9.85 -1.29 31.01
C 9.79 3.02 28.68
C 10.03 1.59 28.22
C 11.75 2.15 32.58
C 9.54 4.38 30.57
C 11.84 0.03 31.51
C 11.00 -1.16 31.93
C 11.84 -2.44 32.03
C 10.39 1.60 26.74
H 10.62 -0.91 32.93
H 11.09 2.40 26.48
H 11.08 2.99 32.71
H 8.78 4.99 30.05
H 12.60 -2.37 32.81
H 10.82 0.65 26.43
H 10.89 1.26 28.81
H 12.72 2.48 32.17
H 10.18 -1.69 30.13
H 10.51 4.87 30.40
H 9.21 -2.01 31.34
H 12.33 -2.65 31.07
H 10.66 3.64 28.42
H 9.48 1.77 26.15
H 9.28 4.31 31.62
H 9.10 -0.20 28.17
H 8.93 3.46 28.12
H 11.90 1.73 33.59
H 12.78 0.06 32.07
H 8.09 1.05 27.95
H 12.10 -0.04 30.44
H 11.21 -3.28 32.32
*
```

Computed properties:
LUMO (alpha / beta) (eV): 2.4 / 0.1
Frontier orbital gap (alpha / beta) (eV): 7.28 / 5.02
M (g mol⁻¹): 472.2
<S²>: 0.757
Highest occupied orbital energy (alpha / beta) (hartree): -0.1802 / -0.1801

The data favor (2); the next most stable structure lies 0.1567 hartree above it.

(1)
This record from the Open Molecules 2025 dataset describes an isolated ion of composition C3H11N2 and charge +1. The level of theory is the ωB97M-V functional and the def2-TZVPD basis.

The geometry in ORCA input format:
```
! wB97M-V def2-TZVPD RIJCOSX def2/J DEFGRID3
* xyz 1 1
N -0.77 1.92 0.65
N -0.06 -2.26 -1.32
C 0.59 -0.13 -0.24
C 0.53 1.05 0.75
C -0.38 -1.39 -0.16
H 1.66 -0.53 -0.33
H 1.38 1.74 0.47
H -0.81 2.21 -0.36
H 0.12 -3.23 -1.07
H 0.60 0.88 1.80
H -1.74 1.39 0.85
H 0.87 -1.94 -1.69
H -1.36 -0.89 -0.22
H -0.69 2.79 1.23
H -0.29 -1.92 0.79
H 0.37 0.33 -1.17
*
```

Computed properties:
Structure (SMILES): NCCC[NH3+]
LUMO (eV): -4.1
Frontier orbital gap (eV): 8.93
M (g mol⁻¹): 75.1
Highest occupied orbital energy (hartree): -0.4773

(2)
This record from the Open Molecules 2025 dataset describes an isolated ion of composition C3H11N2 and charge +1. The level of theory is the ωB97M-V functional and the def2-TZVPD basis.

The geometry in ORCA input format:
```
! wB97M-V def2-TZVPD RIJCOSX def2/J DEFGRID3
* xyz 1 1
N -0.30 -0.65 1.64
N 0.63 -0.21 -0.72
C 0.31 -1.56 -1.29
C -0.26 0.24 0.22
C -0.31 1.77 0.48
H -1.21 2.29 0.09
H -0.28 2.12 1.49
H 0.48 2.34 -0.01
H 1.16 -2.18 -1.46
H -0.45 -2.10 -0.65
H -0.24 -1.40 -2.22
H 1.68 -0.27 -0.42
H -1.08 -0.29 2.21
H 0.51 -0.50 2.20
H -1.30 0.06 -0.03
H 0.66 0.34 -1.55
*
```

Computed properties:
Structure (SMILES): C[NH2+][C@H](C)N
LUMO (eV): -3.6
Frontier orbital gap (eV): 10.65
M (g mol⁻¹): 75.1
Highest occupied orbital energy (hartree): -0.5239

The data favor (1); the next most stable structure lies 0.0238 hartree above it.

(1)
This record from the Open Molecules 2025 dataset describes a 2-piece molecular cluster, C3H11N2 overall. The level of theory is the ωB97M-V functional and the def2-TZVPD basis.

The geometry in ORCA input format:
```
! wB97M-V def2-TZVPD RIJCOSX def2/J DEFGRID3
* xyz 1 1
N -0.19 3.02 0.10
N 0.65 0.90 0.60
C -0.21 1.87 0.73
C 0.46 -2.71 -1.09
C -0.73 -2.67 -0.13
H 0.13 -2.64 -2.13
H 1.26 0.85 -0.21
H 1.07 -3.62 -1.06
H -1.67 -2.54 -0.69
H 1.13 -1.87 -0.91
H 0.59 0.11 1.21
H -0.90 1.80 1.56
H -0.66 3.85 0.41
H 0.55 3.22 -0.57
H -0.91 -3.58 0.42
H -0.63 -1.93 0.66
*
```

Computed properties:
LUMO (eV): -4.1
Frontier orbital gap (eV): 10.63
M (g mol⁻¹): 75.1
Highest occupied orbital energy (hartree): -0.5400

(2)
This record from the Open Molecules 2025 dataset describes a 2-piece molecular cluster, C3H11N2 overall. The level of theory is the ωB97M-V functional and the def2-TZVPD basis.

The geometry in ORCA input format:
```
! wB97M-V def2-TZVPD RIJCOSX def2/J DEFGRID3
* xyz 1 1
N 0.72 0.11 1.28
N -0.08 -0.29 -1.19
C -0.23 -1.39 -1.87
C -0.09 -0.07 2.69
C -0.27 1.01 -1.99
H -0.18 0.81 3.32
H 0.24 -0.91 3.32
H -1.33 1.20 -2.36
H -0.68 -2.30 -1.44
H 0.01 -1.29 -2.90
H 0.01 1.82 -1.25
H 0.85 -0.92 1.09
H -1.15 -0.16 2.35
H 1.51 0.72 1.47
H 0.39 1.14 -2.95
H 0.27 0.53 0.40
*
```

Computed properties:
LUMO (eV): -3.3
Frontier orbital gap (eV): 10.51
M (g mol⁻¹): 75.1
Highest occupied orbital energy (hartree): -0.5083

(3)
This record from the Open Molecules 2025 dataset describes a 2-piece molecular cluster, C3H11N2 overall. The level of theory is the ωB97M-V functional and the def2-TZVPD basis.

The geometry in ORCA input format:
```
! wB97M-V def2-TZVPD RIJCOSX def2/J DEFGRID3
* xyz 1 1
N -1.17 0.55 2.25
N -0.99 0.01 -0.58
C 1.26 -1.21 -0.47
C 0.89 0.92 -1.74
C 0.42 -0.05 -0.97
H 0.23 1.57 -2.30
H -0.49 -0.12 2.58
H 1.37 -1.23 0.62
H -1.98 0.48 2.87
H -1.49 0.76 -1.02
H 2.31 -1.20 -0.83
H 0.92 -2.22 -0.72
H -1.03 0.18 0.48
H 2.00 0.99 -1.84
H -0.85 1.47 2.47
H -1.42 -0.88 -0.81
*
```

Computed properties:
LUMO (eV): -3.2
Frontier orbital gap (eV): 11.28
M (g mol⁻¹): 75.1
Highest occupied orbital energy (hartree): -0.5311

The data favor (1); the next most stable structure lies 0.0058 hartree above it.

(1)
This record from the Open Molecules 2025 dataset describes an isolated ion of composition C3H11N2 and charge +1. The level of theory is the ωB97M-V functional and the def2-TZVPD basis.

The geometry in ORCA input format:
```
! wB97M-V def2-TZVPD RIJCOSX def2/J DEFGRID3
* xyz 1 1
N 1.46 -0.18 -0.93
N -0.98 -0.29 -0.24
C -1.90 0.89 -0.05
C 1.31 -0.08 0.62
C -0.08 -0.71 0.86
H -2.52 0.77 0.77
H 1.25 -1.01 -1.33
H 1.03 0.59 -1.54
H -1.18 1.77 0.18
H -2.25 1.06 -1.03
H 2.08 -0.74 1.08
H 2.43 0.01 -1.13
H -1.45 -1.02 -0.81
H -0.08 -1.81 1.07
H 1.42 0.99 0.78
H -0.55 -0.24 1.70
*
```

Computed properties:
Structure (SMILES): CNCC[NH3+]
LUMO (eV): -3.6
Frontier orbital gap (eV): 9.50
M (g mol⁻¹): 75.1
Highest occupied orbital energy (hartree): -0.4820

(2)
This record from the Open Molecules 2025 dataset describes a 2-piece molecular cluster, C3H11N2 overall. The level of theory is the ωB97M-V functional and the def2-TZVPD basis.

The geometry in ORCA input format:
```
! wB97M-V def2-TZVPD RIJCOSX def2/J DEFGRID3
* xyz 1 1
N -2.48 -0.32 -2.64
N -0.77 1.09 -3.15
C 2.00 -1.21 3.26
C -2.03 0.74 -3.21
C 1.39 0.32 2.81
H 1.58 1.28 3.52
H 1.93 -1.39 4.35
H 1.91 0.58 1.86
H -0.11 0.44 -2.78
H -0.43 1.74 -3.90
H 0.29 0.22 2.58
H -2.70 1.38 -3.89
H 1.43 -2.04 2.98
H -3.05 -1.09 -2.98
H 2.96 -1.25 2.98
H -1.93 -0.51 -1.80
*
```

Computed properties:
LUMO (eV): -4.7
Frontier orbital gap (eV): 8.93
M (g mol⁻¹): 75.1
Highest occupied orbital energy (hartree): -0.5020

The data favor (1); the next most stable structure lies 0.0153 hartree above it.